Entry from OMol25: a cluster of 6 separate species, C18H46N2O6 in total at a distorted geometry (ωB97M-V/def2-TZVPD).

```
72
Properties=species:S:1:pos:R:3
C -3.101 2.865 3.703
C -4.029 3.279 2.538
C -5.532 2.895 2.735
C -3.922 4.823 2.407
C -4.359 5.392 1.029
C -3.607 4.557 -0.080
C -3.813 3.075 -0.029
C -5.221 2.797 -0.513
C -2.794 2.552 -1.132
N -3.482 2.579 1.314
O -3.447 1.198 1.355
H -3.138 1.797 3.917
H -2.074 3.141 3.462
H -3.428 3.473 4.546
H -5.680 1.916 2.280
H -5.879 2.974 3.766
H -6.118 3.617 2.167
H -4.527 5.319 3.166
H -2.862 5.076 2.449
H -5.438 5.325 0.889
H -4.204 6.452 0.826
H -2.560 4.800 0.101
H -3.744 4.948 -1.089
H -6.021 3.279 0.049
H -5.430 1.728 -0.561
H -5.224 3.151 -1.544
H -2.910 1.500 -1.395
H -1.750 2.738 -0.880
H -2.925 3.108 -2.061
H -4.320 0.805 1.428
C 3.299 -1.981 -2.527
C 3.170 -3.525 -2.521
C 2.499 -3.974 -3.857
C 4.590 -4.090 -2.413
C 4.535 -5.613 -2.277
C 3.793 -5.967 -0.987
C 2.430 -5.347 -0.838
C 1.425 -6.150 -1.705
C 2.061 -5.288 0.657
N 2.438 -3.910 -1.283
O 1.235 -3.316 -1.167
H 2.380 -1.415 -2.379
H 3.868 -1.666 -1.653
H 3.804 -1.547 -3.390
H 2.953 -3.516 -4.736
H 2.539 -5.047 -4.046
H 1.461 -3.674 -3.712
H 5.241 -3.732 -3.210
H 5.105 -3.750 -1.514
H 4.103 -6.140 -3.128
H 5.537 -6.030 -2.178
H 4.516 -5.693 -0.218
H 3.687 -7.051 -0.974
H 1.801 -6.778 -2.512
H 0.698 -5.560 -2.264
H 0.805 -6.791 -1.079
H 1.112 -4.901 1.025
H 2.786 -4.643 1.154
H 2.229 -6.233 1.173
H 1.367 -2.594 -0.548
O 1.070 1.211 1.789
H 0.122 1.326 1.858
H 1.409 2.095 1.653
O 3.394 3.986 -0.625
H 3.328 3.941 -1.579
H 4.229 3.563 -0.422
O 2.272 7.304 2.113
H 2.871 7.138 2.841
H 2.378 6.546 1.538
O 4.485 -1.089 3.219
H 3.869 -1.095 2.486
H 4.644 -0.161 3.391
```

Properties
E_LUMO = 0.12 eV
Energy above the lowest of the compared OMol25 structures with the same formula, charge and spin = 1.720 eV
Energy = -34673.873 eV
Maximum force = 3.93 eV/Å
HOMO = -0.296 Ha
HOMO-LUMO gap = 0.29992 Ha



Entry from OMol25: a structure of composition C14H5N3O11Tc (ωB97M-V/def2-TZVPD).

```
34
Properties=species:S:1:pos:R:3
Tc -1.377 1.483 0.401
O -3.803 -0.618 2.939
C -2.856 -0.479 2.225
O -2.580 0.680 1.611
C -1.860 -1.545 1.923
C -2.039 -2.789 2.524
C -1.138 -3.796 2.274
C -0.042 -3.635 1.438
C 0.115 -2.406 0.849
C -0.771 -1.349 1.075
O -0.517 -0.177 0.454
N 1.243 -2.152 -0.059
O 2.303 -1.871 0.455
O 1.041 -2.338 -1.239
N -1.337 -5.113 2.920
O -0.522 -5.974 2.669
O -2.290 -5.227 3.657
H -2.882 -2.948 3.182
H 0.647 -4.449 1.264
O 3.008 4.735 -4.021
C 3.250 3.580 -3.639
O 4.157 2.775 -3.885
C 2.165 3.019 -2.666
C 2.248 1.744 -2.138
C 1.270 1.273 -1.273
N 0.225 2.023 -0.921
C 0.144 3.276 -1.441
C 1.071 3.805 -2.300
C -1.042 4.019 -0.994
O -1.444 5.097 -1.213
O -1.786 3.136 -0.095
H 3.094 1.130 -2.419
H 1.318 0.283 -0.855
H 0.986 4.807 -2.702
```

Properties
E_LUMO (spin up / spin down) = -4.76 / -4.43 eV
Energy above the lowest of the compared OMol25 structures with the same formula, charge and spin = 0.503 eV
Energy = -43781.846 eV
Maximum force = 0.97 eV/Å
HOMO (spin up / spin down) = -0.315 / -0.315 Ha
HOMO-LUMO gap (spin up / spin down) = 0.13999 / 0.15203 Ha
Multiplicity = 2



Entry from OMol25: a cluster of 2 separate species, C2H3N in total at a distorted geometry (ωB97M-V/def2-TZVPD).

```
6
Properties=species:S:1:pos:R:3
C 0.485 -0.553 -0.052
C 0.606 0.861 0.029
N 1.687 -0.327 -0.021
H -0.593 -3.009 0.266
H 0.489 1.523 -0.783
H 0.588 1.360 0.900
```

Properties
E_LUMO (spin up / spin down) = -1.45 / 0.20 eV
Energy above the lowest of the compared OMol25 structures with the same formula, charge and spin = 6.802 eV
Energy = -3605.556 eV
Maximum force = 3.55 eV/Å
HOMO (spin up / spin down) = -0.395 / -0.355 Ha
HOMO-LUMO gap (spin up / spin down) = 0.34173 / 0.36268 Ha



Entry from OMol25: a structure of composition C28H25FN5O7V (ωB97M-V/def2-TZVPD).

```
67
Properties=species:S:1:pos:R:3
V -1.739 -0.297 -0.140
O -1.926 -2.758 2.855
C -2.004 -2.342 1.741
N -2.387 -1.018 1.413
C -3.102 -0.212 2.377
C -3.714 0.899 1.584
C -4.640 1.794 2.076
C -5.154 2.760 1.224
C -4.730 2.801 -0.098
C -3.788 1.892 -0.526
N -3.292 0.954 0.303
C -1.761 -3.095 0.472
C -1.636 -4.459 0.389
C -1.569 -5.031 -0.883
C -1.653 -4.217 -1.998
C -1.758 -2.843 -1.830
N -1.809 -2.301 -0.613
H -2.401 0.182 3.122
H -3.849 -0.808 2.906
H -4.962 1.726 3.106
H -5.887 3.469 1.585
H -5.117 3.531 -0.793
H -3.415 1.892 -1.536
H -1.611 -5.050 1.294
H -1.472 -6.102 -0.993
H -1.628 -4.628 -2.997
H -1.819 -2.164 -2.666
F 1.111 -3.510 -3.624
C 1.425 -2.315 -3.129
C 0.741 -1.223 -3.475
N 1.059 0.018 -2.955
C 0.271 1.181 -3.268
C -0.811 1.474 -2.247
O -1.119 2.538 -1.832
O -1.532 0.336 -1.786
C 2.154 0.211 -2.119
O 2.422 1.296 -1.658
N 2.857 -0.934 -1.830
C 2.566 -2.249 -2.204
O 3.193 -3.188 -1.799
H -0.061 -1.251 -4.199
H -0.175 1.096 -4.260
H 0.916 2.058 -3.249
H 3.661 -0.808 -1.229
C 5.510 2.465 2.108
C 4.150 1.941 1.786
C 3.067 2.806 1.646
C 1.796 2.348 1.367
C 0.688 3.353 1.257
C 1.615 0.947 1.173
C 2.705 0.036 1.357
C 2.566 -1.462 1.356
C 3.939 0.565 1.664
C 0.356 0.464 0.742
O 0.127 -0.691 0.184
O -0.791 1.082 0.814
H 5.604 3.519 1.858
H 6.281 1.902 1.584
H 5.698 2.355 3.179
H 3.227 3.870 1.765
H 1.075 4.343 1.486
H -0.122 3.134 1.951
H 0.264 3.379 0.253
H 2.053 -1.857 0.486
H 2.013 -1.782 2.243
H 3.551 -1.921 1.404
H 4.774 -0.106 1.825
```

Properties
E_LUMO (spin up / spin down) = -8.79 / -8.80 eV
Energy above the lowest of the compared OMol25 structures with the same formula, charge and spin = 0.000 eV
Total charge = +2
Energy = -79618.125 eV
Maximum force = 0.86 eV/Å
HOMO (spin up / spin down) = -0.528 / -0.528 Ha
HOMO-LUMO gap (spin up / spin down) = 0.20519 / 0.20482 Ha



Entry from OMol25: a structure of composition C35H34N6OPrS2 at a distorted geometry (ωB97M-V/def2-TZVPD).

```
79
Properties=species:S:1:pos:R:3
Pr -0.018 -0.176 0.154
C -2.016 -0.262 -2.764
C -2.934 -1.156 -1.911
C -2.247 -2.396 -1.399
C -2.728 -3.654 -1.743
C -2.068 -4.788 -1.303
C -0.919 -4.636 -0.541
C -0.507 -3.357 -0.234
N -1.157 -2.253 -0.627
N -1.262 0.754 -1.997
C -2.128 1.884 -1.609
C -2.659 1.846 -0.191
C -3.356 2.954 0.274
C -3.847 2.952 1.564
C -3.654 1.823 2.346
C -2.960 0.763 1.805
N -2.449 0.763 0.564
C -0.138 1.241 -2.820
C 0.913 0.176 -3.035
C 1.738 0.198 -4.149
C 2.695 -0.792 -4.294
C 2.784 -1.786 -3.330
C 1.927 -1.728 -2.248
N 1.015 -0.765 -2.091
H -2.623 0.236 -3.530
H -1.300 -0.899 -3.283
H -3.785 -1.462 -2.518
H -3.317 -0.587 -1.066
H -3.617 -3.741 -2.353
H -2.440 -5.773 -1.552
H -0.354 -5.490 -0.195
H 0.393 -3.209 0.362
H -2.981 1.964 -2.293
H -1.565 2.814 -1.697
H -3.490 3.814 -0.369
H -4.371 3.813 1.956
H -4.022 1.770 3.361
H -2.795 -0.134 2.386
H 0.338 2.075 -2.296
H -0.491 1.608 -3.792
H 1.632 0.981 -4.888
H 3.359 -0.794 -5.148
H 3.503 -2.588 -3.411
H 1.971 -2.482 -1.472
C -0.811 -2.396 2.946
C 0.279 -1.402 2.639
N -0.082 -0.151 2.483
N 0.875 0.799 2.692
C 1.044 1.903 2.054
S 0.420 2.429 0.523
S 2.140 3.065 2.843
C 3.602 1.973 3.084
C 4.844 2.815 3.161
C 5.634 2.799 4.304
C 6.780 3.579 4.378
C 7.141 4.386 3.312
C 6.355 4.410 2.168
C 5.214 3.628 2.092
C 1.680 -1.821 2.637
C 2.181 -2.710 3.596
C 3.529 -2.985 3.666
C 4.397 -2.378 2.757
C 3.919 -1.556 1.759
C 2.547 -1.282 1.640
O 2.057 -0.628 0.608
H -1.008 -2.385 4.020
H -0.511 -3.404 2.668
H -1.742 -2.143 2.436
H 3.618 1.303 2.225
H 3.452 1.389 3.989
H 5.349 2.173 5.142
H 7.386 3.557 5.275
H 8.031 5.000 3.375
H 6.631 5.046 1.336
H 4.594 3.655 1.204
H 1.501 -3.145 4.319
H 3.911 -3.649 4.429
H 5.461 -2.564 2.831
H 4.592 -1.109 1.037
```

Properties
E_LUMO (spin up / spin down) = -2.70 / -2.69 eV
Energy above the lowest of the compared OMol25 structures with the same formula, charge and spin = 1.967 eV
Total charge = +1
Energy = -83571.699 eV
Maximum force = 1.55 eV/Å
HOMO (spin up / spin down) = -0.370 / -0.370 Ha
HOMO-LUMO gap (spin up / spin down) = 0.27077 / 0.27099 Ha
Multiplicity = 3



Entry from OMol25: a structure of composition C41H38Br2N4O4SiSr at a distorted geometry (ωB97M-V/def2-TZVPD).

```
91
Properties=species:S:1:pos:R:3
Sr 0.336 -0.670 0.607
O 1.268 1.120 1.717
C 2.418 1.417 2.156
C 2.576 2.270 3.296
C 3.807 2.654 3.758
C 4.996 2.220 3.138
C 4.883 1.367 2.063
C 3.645 0.939 1.561
C 3.679 -0.054 0.487
N 2.672 -0.617 -0.054
C 2.867 -1.772 -0.939
C 2.445 -3.037 -0.157
N 1.024 -2.942 0.206
C 0.375 -3.986 0.542
C -1.054 -4.049 0.843
C -1.556 -5.273 1.305
C -2.897 -5.483 1.543
C -3.785 -4.425 1.277
C -3.341 -3.216 0.807
C -1.952 -2.949 0.592
O -1.561 -1.815 0.168
H 1.663 2.609 3.773
H 3.866 3.307 4.623
H 5.964 2.529 3.508
H 5.782 0.990 1.580
H 4.690 -0.348 0.160
H 3.913 -1.885 -1.255
H 2.227 -1.661 -1.819
H 3.052 -3.076 0.755
H 2.655 -3.943 -0.740
H 0.896 -4.956 0.567
H -0.846 -6.077 1.482
H -3.255 -6.434 1.916
H -4.849 -4.570 1.443
H -4.029 -2.404 0.599
C -2.359 -1.867 -4.301
Si -0.512 -1.701 -3.896
C 0.423 -2.037 -5.517
C -0.140 -3.201 -2.854
N -0.062 -0.265 -3.127
C -0.093 0.934 -3.738
C -0.550 1.195 -5.073
C -0.481 2.431 -5.695
C 0.055 3.528 -5.038
C 0.486 3.342 -3.725
C 0.375 2.120 -3.093
O 0.818 1.968 -1.778
C 0.733 3.047 -0.936
C -0.438 3.780 -0.786
C -0.479 4.814 0.137
C 0.638 5.127 0.906
C 1.804 4.392 0.739
C 1.854 3.358 -0.185
H -2.554 -2.824 -4.799
H -2.740 -1.066 -4.935
H -2.934 -1.849 -3.368
H 0.158 -3.025 -5.912
H 1.501 -2.024 -5.325
H 0.222 -1.293 -6.291
H -0.572 -4.080 -3.347
H -0.572 -3.108 -1.858
H 0.935 -3.368 -2.740
H -0.962 0.366 -5.629
H -0.847 2.530 -6.713
H 0.137 4.498 -5.514
H 0.903 4.177 -3.174
H -1.297 3.536 -1.396
H -1.400 5.372 0.265
H 0.596 5.928 1.632
H 2.678 4.601 1.343
H 2.744 2.755 -0.306
C -2.692 1.299 -0.042
C -2.506 1.200 1.450
C -3.366 1.910 2.319
C -3.252 1.742 3.664
C -2.295 0.844 4.191
C -2.125 0.572 5.571
Br -3.220 1.437 6.881
C -1.185 -0.322 5.990
C -0.373 -0.988 5.068
Br 0.905 -2.228 5.735
C -0.441 -0.798 3.675
O 0.288 -1.413 2.844
C -1.464 0.183 3.257
N -1.584 0.401 1.917
H -3.021 2.300 -0.326
H -3.454 0.583 -0.361
H -1.794 1.058 -0.612
H -4.102 2.590 1.905
H -3.897 2.284 4.343
H -1.064 -0.526 7.046
```

Properties
E_LUMO = 3.86 eV
Total charge = -2
Energy = -206089.358 eV
Maximum force = 2.01 eV/Å
HOMO = -0.057 Ha
HOMO-LUMO gap = 0.19887 Ha